Formula: FHOPRb
Source: OMol25
Level of theory: the ωB97M-V functional and the def2-TZVPD basis

Calculated values
* net charge: 0
* HOMO (spin up / spin down): -0.3018 / -0.3018 Ha
* HOMO-LUMO gap (spin up / spin down): 0.2405 / 0.2401 Eh

Geometry as XYZ:
```
5
Properties=species:S:1:pos:R:3:forces:R:3
P -2.13290 1.21487 -0.83763 -2.37 -0.56 -0.55
F 2.42588 -3.41127 1.36415 -0.45 0.67 -0.34
O -0.56249 1.24531 -0.56729 0.66 4.76 1.38
Rb 1.11335 -1.46132 0.35571 0.42 -0.61 0.32
H -0.84383 2.41241 -0.31493 1.74 -4.26 -0.81
```
Positions in Å, forces in eV/Å.



Formula: C8H18IN2
Source: OMol25
Level of theory: the ωB97M-V functional and the def2-TZVPD basis

Calculated values
* net charge: +1
* HOMO (spin up / spin down): -0.4612 / -0.4612 Ha
* energy above the lowest of the compared OMol25 structures with the same formula, charge and spin: 507.62 kJ/mol
* HOMO-LUMO gap (spin up / spin down): 0.2108 / 0.2109 Eh

Geometry as XYZ:
```
29
Properties=species:S:1:pos:R:3:forces:R:3
C -1.10375 0.85060 -1.03227 0.40 -0.09 0.54
C -0.34061 0.12284 -0.19641 -1.21 -0.21 -0.74
C 1.75719 2.05545 -1.30573 0.05 -0.05 0.08
C -1.99481 -1.55746 0.68418 0.30 -0.09 0.12
C -0.60045 -2.08436 -1.34086 0.14 -0.07 0.23
C 0.82177 0.41786 1.92390 -0.09 -0.16 0.69
C 1.24672 1.97676 0.12895 0.23 0.72 -0.52
C -0.63681 -1.35220 0.00334 -0.16 0.03 -0.11
N 2.49404 -0.64125 -0.40282 -0.93 0.93 -0.20
N 0.69759 0.69092 0.52488 1.55 -0.88 -0.45
I 4.04236 -0.38406 0.73876 -0.01 -0.13 0.22
H -1.02093 1.91603 -1.14505 0.14 0.17 -0.05
H -1.90688 0.38254 -1.57133 -0.13 -0.16 -0.06
H 1.02007 1.71487 -2.02461 0.02 0.02 -0.06
H 2.00939 3.08693 -1.53299 -0.03 0.13 0.02
H 2.64970 1.45166 -1.42349 0.03 0.04 -0.08
H -2.11251 -2.60332 0.95312 -0.07 -0.11 0.03
H -2.08518 -0.95934 1.58789 -0.05 0.04 0.11
H -2.80718 -1.28876 0.01645 -0.09 0.08 -0.10
H -1.42310 -1.77640 -1.97868 -0.08 0.05 -0.09
H 0.33127 -1.89501 -1.86797 0.08 -0.02 -0.14
H -0.69574 -3.15452 -1.17046 -0.02 -0.09 -0.04
H 0.29588 -0.48707 2.21531 0.02 0.03 -0.10
H 1.88167 0.33165 2.21069 -0.03 0.04 -0.06
H 0.41329 1.25374 2.49973 0.03 0.06 -0.06
H 0.48235 2.75037 0.28449 0.03 -0.14 0.21
H 2.07350 2.19744 0.80753 -0.13 -0.04 0.11
H 0.13880 -1.78769 0.63840 0.02 0.05 0.05
H 2.10160 -1.57490 -0.27037 -0.03 -0.16 0.46
```
Positions in Å, forces in eV/Å.



Formula: C5H10BrO4P
Source: OMol25
Level of theory: the ωB97M-V functional and the def2-TZVPD basis

Calculated values
* net charge: 0
* structure (SMILES): C=C(Br)COP(=O)(OC)OC
* HOMO: -0.3531 Ha
* HOMO-LUMO gap: 0.3798 Eh

Geometry as XYZ:
```
21
Properties=species:S:1:pos:R:3:forces:R:3
O 1.23408 -1.09408 -0.93404 -1.20 1.77 -0.17
Br -2.29752 -1.32170 2.83916 -0.08 -0.22 -0.19
O 1.00373 1.48830 -1.10239 -1.35 -1.34 0.01
O -0.72196 -0.10964 -2.25520 0.83 1.41 1.22
O -0.67524 -0.04106 0.32784 -0.14 1.23 -1.56
C -0.44194 0.55807 3.76681 0.51 -1.29 -2.83
C -0.74040 -0.26280 2.71325 0.55 1.80 1.85
C 2.08453 1.46542 -2.07378 0.04 -1.69 -0.63
C -1.68834 -1.11127 -2.03727 -2.29 -0.10 0.06
C 0.07973 -0.41447 1.46880 0.23 0.76 1.20
P 0.24312 0.04150 -0.99032 3.00 -2.08 -0.20
H -1.05325 0.52235 4.62923 -0.37 0.20 0.76
H 0.43993 1.21624 3.71071 -0.54 -0.41 0.10
H 1.80074 0.79365 -2.93237 0.32 0.79 0.72
H 2.25928 2.45867 -2.43444 -0.14 0.56 0.02
H 3.00779 1.04324 -1.63963 -0.54 0.24 0.03
H -1.35815 -1.88807 -1.35108 0.14 -0.04 -0.07
H -1.93199 -1.54793 -3.00489 0.04 0.00 0.08
H -2.61004 -0.61426 -1.61018 0.88 -0.71 -0.45
H 0.95570 0.24504 1.53372 -0.11 -0.23 0.24
H 0.41020 -1.42719 1.37607 0.24 -0.66 -0.21
```
Positions in Å, forces in eV/Å.



Formula: C24H18AuN3O3S
Source: OMol25
Level of theory: the ωB97M-V functional and the def2-TZVPD basis

Calculated values
* net charge: 0
* HOMO (spin up / spin down): -0.2525 / -0.2520 Ha
* HOMO-LUMO gap (spin up / spin down): 0.1664 / 0.1645 Eh

Geometry as XYZ:
```
50
Properties=species:S:1:pos:R:3:forces:R:3
Au 0.34140 -0.23540 0.24600 1.86 -1.28 0.46
C -2.90200 -4.59310 -0.73280 0.05 -0.08 -0.21
O -2.91780 -3.65710 0.32240 -0.13 0.16 0.23
C -3.56740 -2.47310 0.02390 0.29 0.54 0.26
C -4.91870 -2.43660 -0.20130 0.04 0.06 -0.09
C -5.57530 -1.23320 -0.48440 -0.11 -0.08 0.01
C -4.85020 -0.07600 -0.57150 0.25 -0.10 -0.02
C -3.46220 -0.06400 -0.34000 0.23 -1.27 0.00
C -2.76640 1.15820 -0.47610 0.66 1.15 -0.24
N -1.48940 1.34380 -0.35410 0.15 -1.68 1.19
N -1.02160 2.56480 -0.40770 0.20 2.58 -1.68
C 0.21980 2.79090 -0.01680 -2.72 0.09 -0.35
O 0.85900 1.98800 0.69960 1.18 -2.11 0.57
C 0.77950 4.12230 -0.34340 0.26 0.18 0.10
C 2.13230 4.27250 -0.63000 -0.14 -0.10 0.09
C 2.67150 5.53040 -0.81780 0.04 0.09 -0.05
C 1.86150 6.65100 -0.73410 0.05 0.10 -0.06
C 0.50480 6.50470 -0.48950 0.04 0.07 -0.01
C -0.03630 5.24760 -0.29510 -0.01 -0.13 0.03
C -2.77540 -1.26660 0.05000 -2.01 0.14 -0.39
O -1.57400 -1.31300 0.44290 1.81 -0.02 0.07
H -2.42190 -5.48820 -0.34410 0.02 -0.08 -0.03
H -2.32800 -4.20830 -1.58360 -0.02 -0.03 0.00
H -3.90670 -4.85280 -1.07720 0.02 0.03 0.04
H -5.48720 -3.35460 -0.15660 -0.01 -0.13 0.01
H -6.64390 -1.22830 -0.63230 -0.08 0.00 -0.05
H -5.34050 0.85190 -0.82980 -0.02 0.12 -0.01
H -3.37460 2.03090 -0.72040 0.07 0.17 0.23
H 2.75980 3.40160 -0.72160 0.08 -0.10 0.05
H 3.72780 5.63390 -1.01920 0.07 0.03 -0.06
H 2.28740 7.63620 -0.86570 0.00 0.04 -0.01
H -0.13040 7.37640 -0.43420 -0.06 0.07 0.00
H -1.08670 5.12030 -0.08730 -0.10 -0.02 0.02
S 4.79450 -1.23570 -0.13030 -0.96 0.25 0.12
C 4.65660 0.44950 0.15980 -0.10 -0.39 -0.11
C 3.36610 0.85930 0.28900 0.11 0.62 0.19
C 2.43260 -0.18420 0.14630 -0.93 -0.09 -0.21
C 3.05240 -1.38670 -0.05910 0.65 0.25 -0.09
C 2.36740 -2.63800 -0.01630 0.19 -0.83 -0.08
C 3.00100 -3.88150 -0.10880 -0.22 0.36 0.01
C 2.25420 -5.02140 0.10240 -0.19 0.02 -0.01
C 0.89320 -4.90390 0.35790 0.27 0.10 -0.05
C 0.33190 -3.63620 0.38680 -0.56 -0.36 0.16
N 1.05110 -2.54650 0.21250 0.05 1.40 -0.09
H 5.54960 1.04080 0.21470 0.11 0.20 0.03
H 3.09120 1.86510 0.53940 -0.04 0.14 -0.03
H 4.05900 -3.92320 -0.32620 0.02 -0.05 0.06
H 2.72830 -5.99140 0.07910 0.01 -0.08 -0.04
H 0.28600 -5.77620 0.53790 -0.12 0.00 0.02
H -0.71810 -3.47190 0.57470 -0.26 0.07 0.01
```
Positions in Å, forces in eV/Å.



Formula: CH3N3S2
Source: OMol25
Level of theory: the ωB97M-V functional and the def2-TZVPD basis

Calculated values
* net charge: 0
* HOMO (spin up / spin down): -0.2983 / -0.2983 Ha
* energy above the lowest of the compared OMol25 structures with the same formula, charge and spin: 50.60 kJ/mol
* HOMO-LUMO gap (spin up / spin down): 0.2888 / 0.2889 Eh

Geometry as XYZ:
```
9
Properties=species:S:1:pos:R:3:forces:R:3
C 2.59769 0.05993 1.01208 0.76 0.37 -1.34
N 2.01061 0.69369 0.25206 0.07 -0.13 0.86
N -1.26659 -0.80378 0.25241 -0.84 1.19 -0.20
N -0.50318 -0.24219 -0.64040 3.18 -1.99 1.17
S -3.33874 0.91065 -1.02894 0.42 -0.06 0.23
S -2.78362 -0.33985 0.35433 -0.21 -0.46 -0.12
H 3.44701 -0.49847 1.35106 -0.36 -0.12 0.67
H -0.67465 0.57229 -1.17029 -1.30 1.14 -0.50
H 0.51148 -0.35226 -0.38233 -1.73 0.06 -0.76
```
Positions in Å, forces in eV/Å.



Formula: C3H14N2O3
Source: OMol25
Level of theory: the ωB97M-V functional and the def2-TZVPD basis

Calculated values
* net charge: 0
* structure (SMILES): NCNCCO.O.O
* HOMO: -0.3234 Ha
* energy above the lowest of the compared OMol25 structures with the same formula, charge and spin: 169.54 kJ/mol
* HOMO-LUMO gap: 0.3400 Eh

Geometry as XYZ:
```
22
Properties=species:S:1:pos:R:3:forces:R:3
C -0.34721 -1.72361 -0.39043 -1.55 -0.36 -0.45
C -1.19014 -0.51392 -0.91796 -0.33 -1.93 1.05
O -1.80486 0.04451 0.24418 0.45 1.00 0.31
N 0.85612 -1.30629 0.23312 1.21 0.32 0.57
C 0.96396 -0.94484 1.64932 -1.78 0.16 -0.54
N 0.48373 0.36754 2.13280 0.68 1.38 -1.21
H -0.22459 -2.53946 -1.11442 0.65 0.63 -0.65
H -0.94884 -2.31273 0.30803 -0.11 0.57 0.53
H -0.45075 0.15664 -1.33919 -0.39 0.51 -0.34
H -1.98395 -0.77534 -1.62218 0.43 -0.06 -0.27
H -2.75705 -0.04863 0.28923 0.00 -0.17 -0.44
H 1.43955 -0.71792 -0.33554 0.17 -0.27 -0.09
H 2.01439 -1.05834 1.92181 -0.36 -0.34 0.48
H 0.19381 -1.58286 2.10241 1.04 -0.65 0.38
H -0.23378 0.71486 1.49584 -0.62 -0.70 0.46
H 1.16338 1.11663 1.97054 0.48 -0.47 0.41
H 1.67626 0.39717 -1.47862 0.20 -0.09 -0.32
H 1.55481 1.86505 -1.67797 0.14 0.10 -0.43
O 1.91303 1.07649 -2.11655 -0.27 0.32 0.48
H -0.40242 1.90685 -0.36050 -0.39 0.50 -0.23
H -1.27173 3.13399 -0.19573 -0.32 0.25 0.26
O -0.64371 2.74421 -0.79819 0.69 -0.67 0.01
```
Positions in Å, forces in eV/Å.



Formula: C18H31Cl3N4O9
Source: OMol25
Level of theory: the ωB97M-V functional and the def2-TZVPD basis

Calculated values
* net charge: 0
* structure (SMILES): COC(=O)OC.COC(=O)OC.COC(=O)OC.ClC(Cl)Cl.CC#N.CC#N.CC#N.CC#N
* HOMO: -0.3902 Ha
* energy above the lowest of the compared OMol25 structures with the same formula, charge and spin: 0.00 kJ/mol
* HOMO-LUMO gap: 0.3995 Eh

Geometry as XYZ:
```
65
Properties=species:S:1:pos:R:3:forces:R:3
C -0.14745 2.01424 -1.31298 -1.48 0.36 -0.77
C -1.50395 2.01406 -1.95556 3.35 -0.05 1.39
N -2.53245 1.94746 -2.41267 -2.44 -0.02 -1.10
H 0.41762 2.86123 -1.70207 0.05 -0.11 0.08
H 0.34106 1.07766 -1.58180 0.06 0.10 0.37
H -0.34438 2.15716 -0.25048 0.46 -0.28 0.01
C -5.07719 2.48009 -8.05062 0.22 -1.04 -0.79
C -4.53057 1.24946 -8.65192 1.55 -3.32 -0.89
N -4.09424 0.24349 -9.09093 -1.44 3.32 1.31
H -5.35837 3.06142 -8.92874 -0.13 0.56 0.45
H -4.31054 2.94489 -7.43070 -0.23 0.15 -0.11
H -5.95164 2.18233 -7.47201 0.03 0.33 0.04
C 6.17811 7.85897 -1.41769 -0.70 -1.16 -1.00
C 5.53180 6.58108 -1.89242 0.80 0.51 -0.12
N 5.08595 5.57293 -2.22564 0.08 0.53 0.19
H 5.76372 7.98222 -0.41710 0.55 0.59 -0.04
H 5.96325 8.67072 -2.11267 -0.71 0.04 0.28
H 7.26285 7.81617 -1.51568 -0.02 -0.53 0.70
C 0.46938 -4.24889 -8.13328 0.44 0.07 0.57
C 0.60689 -3.61202 -6.83869 0.07 -1.36 -1.51
N 0.75983 -3.14962 -5.82156 0.26 1.22 2.36
H 1.31478 -3.87169 -8.70871 -0.63 0.34 -0.69
H -0.55568 -4.01085 -8.41734 0.35 -0.22 -0.93
H 0.67651 -5.31694 -8.06654 -0.49 -0.04 0.21
C 3.62740 4.42499 9.06471 0.31 -0.99 0.64
O 3.19586 5.19153 7.95339 -0.41 1.27 1.48
C 3.68170 4.95192 6.76424 1.79 -2.91 0.03
O 4.59244 4.15635 6.53728 -1.06 1.47 0.00
O 2.94428 5.58108 5.88769 -0.41 0.37 -1.00
C 3.36054 5.42619 4.52575 -0.21 -0.11 -0.44
H 2.99565 3.53698 9.08615 0.24 -0.17 0.09
H 3.52156 4.92231 10.02885 -0.64 0.71 -0.47
H 4.68072 4.14593 9.09211 -0.02 -0.07 -0.86
H 3.52222 4.39359 4.21640 0.42 -0.10 0.63
H 4.25643 6.03265 4.39274 -0.13 -0.13 -0.38
H 2.52281 5.71556 3.89127 0.12 0.66 0.29
C 3.56391 -2.76457 4.89218 -0.43 1.70 -0.37
O 3.75589 -2.66201 3.47619 -0.17 -0.82 -0.32
C 4.37809 -1.63344 2.90389 1.43 0.24 0.46
O 5.00435 -0.74717 3.47985 -1.41 -1.35 -1.42
O 4.27733 -1.88609 1.56607 -0.06 -0.06 2.12
C 4.90772 -1.03772 0.64664 -0.44 0.65 -0.63
H 4.49068 -2.86795 5.45653 -0.05 -0.27 -0.22
H 2.81367 -3.53641 5.06393 0.48 -0.17 -0.13
H 3.10089 -1.81076 5.14506 0.06 -0.02 0.65
H 4.33478 -0.11370 0.56888 0.04 0.14 -0.09
H 4.77605 -1.60633 -0.27393 0.53 0.37 -0.16
H 5.93808 -0.76555 0.87551 0.01 -0.41 0.10
C -7.22387 -2.79343 -1.57990 -0.29 -0.13 0.01
O -6.94903 -4.14918 -1.20969 0.96 0.14 1.31
C -7.72897 -5.11654 -1.63514 1.08 -1.40 -0.86
O -8.73589 -4.97125 -2.24919 -1.30 -0.14 -0.32
O -7.10176 -6.31621 -1.39495 -0.06 0.42 -0.49
C -7.73711 -7.57672 -1.78714 -0.44 0.84 1.21
H -6.80758 -2.68276 -2.58118 -0.41 0.42 -0.02
H -6.73162 -2.11418 -0.88391 0.39 -0.46 0.00
H -8.28434 -2.56132 -1.48171 -0.03 -0.23 -0.53
H -7.84420 -7.83292 -2.84118 0.28 0.82 -0.16
H -8.72193 -7.53449 -1.32192 -0.09 -0.44 -0.19
H -7.12544 -8.34525 -1.31457 -0.07 0.18 0.03
C -1.75219 -3.93928 3.88073 0.21 -0.47 0.45
Cl -2.33455 -3.47305 5.49459 -0.13 0.29 -0.24
Cl -1.41022 -2.55424 2.83061 -0.06 -0.39 0.41
Cl -2.86386 -5.07947 3.12399 -0.07 0.17 -0.09
H -0.85580 -4.51264 4.11702 0.06 0.41 -0.53
```
Positions in Å, forces in eV/Å.



Formula: C6H12
Source: OMol25
Level of theory: the ωB97M-V functional and the def2-TZVPD basis

Calculated values
* net charge: 0
* structure (SMILES): CC1(C)C=CC1.[H][H]
* HOMO: -0.3457 Ha
* energy above the lowest of the compared OMol25 structures with the same formula, charge and spin: 248.44 kJ/mol
* HOMO-LUMO gap: 0.3848 Eh

Geometry as XYZ:
```
18
Properties=species:S:1:pos:R:3:forces:R:3
C -1.74565 -1.04806 0.14044 -0.03 -0.04 0.00
C -0.53964 -0.13653 -0.07467 -0.15 0.04 -0.01
C -0.96460 1.23636 -0.58530 0.02 0.04 -0.03
C 0.44235 -0.14172 1.08856 0.11 -0.05 0.04
C 1.41059 -0.75639 0.40676 -0.03 0.05 0.15
C 0.62488 -0.81147 -0.88518 0.00 -0.08 -0.16
H -2.31074 -1.18324 -0.79012 0.09 0.03 0.12
H -1.42529 -2.03355 0.49726 -0.05 0.13 -0.06
H -2.42831 -0.62490 0.88786 0.11 -0.04 -0.11
H -1.49533 1.14323 -1.54085 0.07 0.01 0.13
H -0.09677 1.88788 -0.73893 -0.11 -0.10 0.03
H -1.64025 1.73145 0.12369 0.11 -0.09 -0.08
H 0.35468 0.22818 2.10797 0.02 -0.08 -0.13
H 3.21024 2.08727 0.91624 0.04 0.03 -0.01
H 2.41111 -1.09220 0.66820 -0.16 0.07 -0.05
H 2.76910 1.51250 0.75324 0.01 0.05 0.01
H 0.39836 -1.80938 -1.27950 0.03 0.13 0.06
H 1.02526 -0.18945 -1.69565 -0.08 -0.10 0.11
```
Positions in Å, forces in eV/Å.



| no. | largest force on an atom (eV/A) | electronic energy (hartree) |
| --- | --- | --- |
| 1 | 5.0 | -541.0172 |
| 2 | 1.8 | -722.4242 |
| 3 | 3.7 | -3412.8962 |
| 4 | 3.1 | -1849.0713 |
| 5 | 3.9 | -1000.4613 |
| 6 | 2.2 | -457.8745 |
| 7 | 3.8 | -2981.1210 |
| 8 | 0.2 | -235.7236 |